# C67H53BrN10OPRe

C67H53BrN10OPRe as an isolated structure at a distorted geometry (ωB97M-V with the def2-TZVPD basis set, the OMol25 dataset).

Last column: Mulliken charge in e.
Cartesian coordinates (Å):
Re: -0.76532 0.98973 0.19343  -0.1369
Br: -1.86837 -7.13123 -0.77577  0.0273
P: 2.54693 0.03054 -1.09357  -0.6673
O: -2.41517 0.30259 -1.10900  -0.6459
N: 0.11287 -1.43821 -1.11115  1.1921
N: 2.03987 2.28104 -2.68529  0.5295
N: 0.29179 -4.94381 0.77080  0.1791
N: 1.77107 -2.47892 -2.10567  0.9838
N: 0.78894 -3.01816 1.75581  -0.0443
N: 0.30903 1.79251 -1.40804  0.6695
N: 0.00919 3.04533 1.39934  0.5901
N: 0.89648 0.39144 1.19377  0.7085
N: 2.99224 -0.02788 1.68753  0.6310
N: -1.82964 0.10154 1.75563  0.3773
C: 0.76295 -4.55764 -2.95663  -1.0853
C: 3.31836 2.21339 -3.33753  -1.0249
C: -1.55568 0.72601 3.03040  0.0784
C: -2.16450 -4.45386 0.45273  -0.2296
C: 0.68227 -3.30570 -2.18701  0.3111
C: -2.31287 3.33671 -1.26981  0.4298
C: -2.34016 -0.11098 5.37931  -1.3298
C: 4.41129 -0.21894 1.52969  -1.0938
C: -3.08613 4.32475 -3.73408  -0.8437
C: -2.52858 0.83823 4.26291  0.3957
C: 0.86943 -6.86000 -4.50936  -0.5590
C: -2.58343 -3.08817 -0.14562  2.7003
C: 1.28403 6.80348 -3.96413  -0.8396
C: -0.18687 0.17098 3.44457  0.0680
C: 3.06645 -2.74509 -2.67816  -0.9097
C: -1.89289 2.25875 4.46263  0.6203
C: 1.29433 4.40060 -3.78012  -0.6215
C: 0.10244 5.47609 2.73401  -1.1422
C: -0.74947 4.47515 3.19977  0.6901
C: 0.91608 5.21904 1.63633  -1.3565
C: 0.97046 0.23812 2.55541  0.4828
C: -2.51925 -1.84741 -2.22400  0.1813
C: -0.08802 -0.52830 4.60047  -0.1832
C: 2.11744 0.19658 0.68540  -0.7913
C: 1.08286 3.21475 -2.95126  0.8417
C: 1.22971 -4.02595 1.00786  -0.7504
C: 1.69704 4.30966 -5.11185  0.1335
C: 1.67280 6.70469 -5.29281  -0.4921
C: -1.71759 4.63616 4.28856  -0.7969
C: 4.55513 -1.11858 5.65465  -0.9831
C: -1.93613 -4.49719 -1.94136  -0.9338
C: 2.98216 -0.06668 4.16504  -0.3830
C: -0.70394 3.25798 2.49115  0.2446
C: -2.35368 3.61293 4.88200  -1.7107
C: 1.21230 -6.91164 -3.16798  -1.1257
C: -1.78146 3.91721 -3.53658  -1.0301
C: 1.38532 -1.35639 -1.45526  -1.0488
C: -1.16185 -0.72511 5.53306  -0.9503
C: -3.62111 3.73249 -1.47577  -0.8569
C: 1.17881 -5.76243 -2.39697  0.4733
C: -2.49523 -0.90833 -1.02446  0.7267
C: 2.77560 0.94047 5.11056  -0.0224
C: -4.92314 -2.57571 -2.39206  -0.6771
C: -4.10196 -3.13797 -0.10482  -1.3691
C: -2.51926 -0.95885 1.56000  -0.7029
C: 1.08768 5.66110 -3.21128  0.0022
C: -1.37333 3.40876 -2.29882  0.5366
C: 0.51569 -5.65067 -5.08640  -0.8527
C: 3.87025 -1.10267 4.45278  -0.1295
C: -3.81972 -2.07427 -2.93853  -1.7860
C: 3.46809 0.92019 6.30592  -0.8540
C: 2.30975 0.01080 2.87137  0.6182
C: -2.20346 -1.68246 0.29088  -0.0826
C: -1.99357 -5.24175 -0.83706  -1.5675
C: 1.55506 1.43253 -1.74651  -0.6079
C: -0.36017 -2.65659 -1.54529  -1.1324
C: 0.45522 -4.50568 -4.31478  -0.0105
C: -1.85102 -3.05890 -1.53971  0.9530
C: -1.66822 2.25236 2.96035  -0.4527
C: 0.84223 4.00112 0.98407  -0.4790
C: -4.01305 4.23432 -2.70691  -0.7621
C: 1.86714 5.45674 -5.86499  -0.9137
C: 4.36587 -0.10252 6.57762  -0.5747
C: -5.06184 -2.96345 -1.01047  -0.8718
C: -0.02066 2.87930 -2.17462  -0.0636
C: -0.47084 -3.27441 2.04053  -1.0032
C: -0.93109 -4.54810 1.41293  0.0331
H: 0.88901 -7.75748 -5.10597  0.4731
H: -0.97944 -1.37849 6.36960  0.5523
H: 4.91577 -0.10690 7.50543  0.4471
H: 4.92650 0.16838 2.40907  0.4342
H: -2.62965 2.47545 2.47398  0.1783
H: -3.82678 -1.78236 -3.97629  0.5309
H: 4.65552 -1.27791 1.42040  0.3075
H: 1.44856 3.78133 0.11761  0.5539
H: -1.08283 3.96160 -4.35706  0.5011
H: -1.19372 -5.29034 2.18253  0.4990
H: -3.06239 3.75714 5.68139  0.5102
H: -3.56960 0.90171 3.94703  0.6740
H: 0.17374 -3.56293 -4.76140  0.5149
H: 2.08858 1.74334 4.88457  0.5096
H: 4.75769 0.31427 0.64354  0.4415
H: -5.81053 -2.64862 -3.00313  0.5232
H: 3.84226 -2.27631 -2.07068  0.4072
H: 0.28327 -5.59760 -6.13767  0.4849
H: -5.03394 4.54810 -2.86389  0.4411
H: 1.13816 7.77310 -3.51311  0.4474
H: 5.24319 -1.92111 5.86826  0.4472
H: 0.77819 5.73030 -2.17788  0.4429
H: 2.23917 -4.10470 0.65096  0.5558
H: 4.01007 1.62099 -2.74128  0.4008
H: 3.71281 3.22032 -3.47240  0.3707
H: 0.13301 6.43853 3.22264  0.5379
H: -3.00332 -4.87977 1.01046  1.0653
H: -1.10282 -1.68187 0.32873  -0.0499
H: 1.81282 7.59665 -5.88309  0.4385
H: 4.00021 -1.90508 3.74255  0.4492
H: -1.91353 5.65127 4.59926  0.5006
H: -6.08266 -3.10001 -0.68093  0.5004
H: 3.21794 1.75533 -4.32227  0.3371
H: 1.50795 -7.84710 -2.71842  0.4979
H: 3.12754 -2.35476 -3.69725  0.2935
H: 1.50086 -5.79968 -1.36581  0.6481
H: 1.83248 3.34397 -5.57490  0.4473
H: 3.31449 1.70963 7.02418  0.4756
H: -1.04292 -2.66058 2.70488  1.0243
H: 0.39459 -5.82716 0.29403  0.4068
H: -1.85739 -4.85731 -2.94880  0.9406
H: 3.23181 -3.82152 -2.71713  0.3930
H: -0.94219 2.07707 4.98191  0.1179
H: -3.14688 -0.23947 6.08218  0.5420
H: 0.85300 -0.99350 4.84881  0.7266
H: -1.84438 -1.40416 -2.96441  0.9219
H: 1.58603 5.97634 1.26040  0.5351
H: -2.01656 2.99119 -0.27434  0.3814
H: -3.16666 -1.38185 2.31944  0.5753
H: -4.42184 -3.35283 0.90959  0.2782
H: -3.39366 4.70001 -4.69740  0.4784
H: -4.34087 3.66350 -0.67445  0.5273
H: 2.15535 5.37629 -6.90125  0.4341

Calculated values
Multiplicity: 2
Expectation value of S²: 0.7699
HOMO energy (spin up / spin down), eV: -13.95 / -13.71
Strongest force on any atom, eV/Å: 2.93
Charge: +3

# C67H66BCsN11O7PSb2Se2

C67H66BCsN11O7PSb2Se2 as an isolated structure at a distorted geometry (ωB97M-V with the def2-TZVPD basis set, the OMol25 dataset).

Last column: Mulliken charge in e.
Cartesian coordinates (Å):
Cs: -0.39450 -0.73047 0.94813  1.5032
Sb: 2.89751 -0.28487 -1.69389  0.5740
Sb: -0.92693 3.54891 -2.61042  0.8952
Se: -0.85434 -3.96294 -2.27031  -0.2591
Se: -2.77141 -3.00499 1.58989  -0.6539
P: -1.90629 -4.11497 -0.01946  1.5222
O: 4.63507 -0.98495 2.05329  -0.4769
O: 2.70619 -7.62426 1.65249  -0.6458
O: 4.30017 -6.98393 2.94981  -0.7093
O: 2.18575 -1.49196 0.94196  0.4695
O: 5.17136 -2.37048 3.60448  -0.7018
O: 0.71434 -4.32693 -1.38756  -0.5155
O: -0.39182 -3.33455 0.39379  -0.1029
N: -2.71062 2.91654 1.91423  -0.3853
N: -3.35898 0.19640 3.30059  1.0509
N: 4.52793 -2.07332 2.59641  0.9116
N: 0.82834 -3.36939 -0.34825  1.0071
N: -3.89919 2.48881 2.37960  0.6311
N: -4.38361 0.39626 0.96811  1.3499
N: 1.90501 2.07752 2.16358  0.0847
N: -3.32851 0.35198 0.13685  0.0366
N: 2.55147 4.14074 2.69675  0.2209
N: 3.39387 -6.74196 2.15445  1.0265
N: -2.04327 0.09146 3.04667  -0.2471
C: 4.57035 -1.94534 -3.75904  -0.5881
C: 4.40546 1.62744 0.17055  -0.0126
C: 2.31118 0.51815 -3.67571  -1.6772
C: -3.53311 -5.71599 -1.80816  -0.2113
C: -2.67202 4.22421 2.10818  0.6978
C: -0.74811 -6.73987 -0.35235  -0.4100
C: 4.11661 1.43188 -1.17507  0.4529
C: 2.92317 0.95362 4.17371  0.2789
C: -5.48002 -0.12825 0.37145  0.9526
C: 3.69794 3.59543 4.89668  -1.2197
C: -4.65995 -3.82306 -0.88185  -0.3601
C: -1.29199 3.95751 -4.71255  0.1527
C: 2.69120 6.08039 -3.31962  -0.7181
C: -5.98245 3.39370 3.47400  -1.3184
C: -1.82185 -6.25922 1.73196  -1.0700
C: -0.84484 -8.42660 1.36446  -0.6359
C: -4.62663 3.52608 2.85598  1.0280
C: 3.63769 -3.05222 2.03912  -0.6739
C: -1.57121 5.54262 -6.51914  -0.5737
C: -0.07217 -1.03287 4.02396  -0.5847
C: 4.00107 2.50767 5.69547  -0.5183
C: 6.94981 -2.29719 -3.76375  -0.4359
C: 5.75443 3.54540 -0.36618  -0.9266
C: 4.66070 -1.19826 -2.58737  0.3818
C: -1.43716 -5.84144 0.46046  0.9062
C: -2.14677 3.23975 -6.85868  -0.5967
C: -3.87300 4.67183 2.69303  -1.7850
C: 1.84347 -3.78730 0.56362  -0.2794
C: 2.81974 6.78364 -2.12923  -0.5022
C: -0.46288 -8.02182 0.09442  -0.6404
C: 1.90337 6.57903 -1.11077  -0.3199
C: -3.68155 -0.49218 4.41911  1.0020
C: -2.52152 -1.06299 4.90270  -1.6933
C: -1.52076 -0.66326 3.99817  0.9479
C: -5.05481 -0.56681 5.00609  -1.3325
C: 1.91958 3.31880 1.80152  -1.4318
C: 1.55880 1.84879 -3.61801  0.6473
C: 5.70546 -2.48613 -4.34783  -0.5193
C: 3.87249 -4.37198 2.37231  -0.4965
C: -1.20440 5.25574 -5.21172  -0.4249
C: -2.04757 4.53459 -7.34598  -0.3705
C: -4.68109 -6.06345 -2.50552  -0.8627
C: -2.82126 -0.42603 -2.14184  -0.1506
C: -3.51132 -4.59870 -0.97189  0.0047
C: -1.77567 2.95645 -5.55127  -0.3892
C: 5.22864 2.67269 0.57417  -0.3525
C: 0.86635 5.67052 -1.28202  -0.3398
C: -3.74647 -0.19082 -0.99390  0.8487
C: 3.63013 1.20641 5.33280  -1.3204
C: -5.11366 -0.51147 -0.90322  -1.7170
C: 0.21083 1.71783 -2.92065  -1.1438
C: 1.65515 5.17308 -3.48627  -0.0781
C: 3.00199 3.33676 3.72245  0.3624
C: 5.91176 -1.03757 -1.99560  -0.3076
C: -5.80502 -4.16091 -1.59358  -0.6072
C: 3.12226 -5.38516 1.80718  -1.1229
C: -5.82579 -5.28517 -2.40348  -0.5335
C: 2.58817 2.03668 3.36633  0.5589
C: 2.10029 -5.08175 0.88305  -0.2322
C: -1.52488 -7.53852 2.18161  -0.6063
C: 5.48711 3.34636 -1.71521  -0.5976
C: 7.04857 -1.57861 -2.58040  -0.6650
C: -6.81963 -0.27171 1.02028  -1.7063
C: 4.68787 2.28580 -2.11619  -0.5269
C: 2.54201 -2.66085 1.16838  0.3199
C: -1.44711 5.00526 1.75493  -0.6813
C: 0.73300 4.94960 -2.46613  -0.2598
B: -4.32072 0.99198 2.39181  -1.2044
H: 5.46196 2.79660 1.62624  0.5112
H: -1.81488 -7.82798 3.18495  0.4285
H: 1.54389 -5.89069 0.43280  0.6612
H: -1.94730 0.21986 -2.05047  -0.4286
H: -1.48660 6.55658 -6.89272  0.3632
H: 5.91090 4.01382 -2.45725  0.4019
H: 3.40513 6.23644 -4.12007  0.3979
H: -7.51032 -0.73612 0.31689  0.4149
H: -6.71944 -5.55394 -2.95532  0.3562
H: 1.39091 2.20977 -4.64086  0.3220
H: 0.45020 -0.51735 3.22218  -0.9678
H: -2.42058 -1.68644 5.77744  0.4155
H: 0.32518 1.28974 -1.92032  0.2316
H: 1.66654 -0.23991 -4.13086  0.5668
H: -6.68917 -3.53762 -1.51062  0.4122
H: -2.34808 4.75977 -8.36198  0.3494
H: 4.67441 -4.61078 3.05287  0.6644
H: 3.91958 0.38103 5.97052  0.4454
H: -6.32825 4.37214 3.80701  0.3049
H: -0.91688 5.33087 2.65543  0.2001
H: 2.64221 -0.04880 3.88354  0.6009
H: -4.67650 -6.94610 -3.13603  0.3889
H: -7.22373 0.69646 1.32284  0.2710
H: 0.08105 -8.70250 -0.54960  0.3682
H: 5.99602 -0.48302 -1.06781  0.4089
H: -3.32431 -0.22760 -3.09069  0.4498
H: 7.83758 -2.71386 -4.22453  0.3525
H: -0.78979 4.35686 1.17763  -0.1360
H: 3.99395 4.59922 5.17824  0.4053
H: -2.48053 -1.46431 -2.15953  -0.3598
H: 6.38696 4.36890 -0.05366  0.3681
H: 2.69072 5.12885 2.60495  0.1826
H: 4.52723 2.11632 -3.17582  0.2712
H: -4.15273 5.67946 2.96047  0.4219
H: -0.40304 -6.43857 -1.33144  0.2049
H: -4.65986 -2.95111 -0.24470  0.0112
H: -5.95766 2.71926 4.33177  0.1732
H: 1.99325 7.13049 -0.18170  0.4314
H: -5.41808 0.93398 2.86319  -0.2060
H: -5.75887 -1.03495 4.31550  0.1888
H: 4.00883 0.93747 0.90245  0.0342
H: -0.59484 -9.41768 1.72316  0.3569
H: -2.65449 -6.33407 -1.91434  0.3681
H: -1.69296 5.88944 1.16207  0.3505
H: -5.73961 -0.96839 -1.65433  0.5392
H: 0.13937 5.52912 -0.48774  0.3296
H: 8.01553 -1.43785 -2.11131  0.3880
H: 1.56150 4.63999 -4.42380  0.3816
H: 1.48797 3.69510 0.88729  0.8921
H: 3.60147 -2.10958 -4.21938  0.3620
H: 2.16988 2.59331 -3.10878  -0.2543
H: -5.02000 -1.16560 5.91595  0.3521
H: -6.70956 2.99660 2.76251  0.2089
H: 4.53646 2.66312 6.62407  0.3739
H: -2.51970 2.44840 -7.49801  0.3864
H: 5.62043 -3.05878 -5.26442  0.3741
H: -0.83947 6.05181 -4.57335  0.4307
H: -5.43573 0.42538 5.25506  0.1647
H: 3.63168 7.48855 -1.99789  0.3771
H: 3.20675 0.60299 -4.29599  0.6411
H: -1.86323 1.93980 -5.18146  0.3225
H: 0.03759 -2.11269 3.88647  0.0806
H: -0.44381 1.05153 -3.48731  0.2901
H: -6.75453 -0.90218 1.90933  0.1988
H: 0.37401 -0.75858 4.98113  0.5216
H: -2.35142 -5.56287 2.36913  0.2853

Calculated values
Multiplicity: 1
HOMO energy, eV: -2.85
Strongest force on any atom, eV/Å: 2.28
Charge: -2